The following is a quantum chemistry calculation of a 3-piece molecular cluster, C3H14NO2 overall, from the Open Molecules 2025 dataset.

The geometry in ORCA input format:
```
! wB97M-V def2-TZVPD RIJCOSX def2/J DEFGRID3
* xyz 1 1
C -0.519 -0.843 0.009
C 0.763 -1.637 0.204
C 0.534 -3.130 0.380
N -0.233 0.626 0.014
H -1.176 -1.025 0.859
H -1.138 -1.059 -0.844
H 1.437 -1.507 -0.637
H 1.251 -1.159 1.058
H -0.118 -3.464 -0.426
H -0.001 -3.331 1.312
H 1.480 -3.649 0.425
H 0.422 0.887 -0.717
H 0.195 0.931 0.913
H -1.107 1.137 -0.138
H 0.446 3.007 2.316
H 1.534 2.028 2.680
O 0.837 2.172 2.029
H -2.095 1.733 -2.922
H -0.586 1.921 -3.197
O -1.252 1.944 -2.498
*
```

The LUMO energy comes out at -0.1105 Ha. The gap between HOMO and LUMO is 12.5900 eV. The largest force on an atom comes out at 1.11 eV Å⁻¹. The relative energy (zero: lowest compared OMol25 entry of this formula, charge and spin) is 6.39 kcal per mole.


The following is a quantum chemistry calculation of a 2-piece molecular cluster, C3H6N2O overall, from the Open Molecules 2025 dataset.

The geometry in ORCA input format:
```
! wB97M-V def2-TZVPD RIJCOSX def2/J DEFGRID3
* xyz 0 1
C 0.579 -0.918 0.093
C -2.234 -2.044 1.579
C 1.616 1.171 -0.823
N -1.049 -2.333 1.498
N 0.513 0.306 -0.516
O 1.421 -1.655 0.488
H -2.879 -2.339 2.463
H -2.866 -1.523 0.951
H 2.074 1.006 -1.838
H 1.207 2.242 -0.675
H 2.491 0.984 -0.216
H -0.455 0.423 -0.963
*
```

The LUMO energy (alpha / beta) comes out at 0.0164 / 0.0048 Ha. The gap between HOMO and LUMO (alpha / beta) is 9.5536 / 7.7041 eV. The largest force on an atom comes out at 3.13 eV Å⁻¹. The relative energy (zero: lowest compared OMol25 entry of this formula, charge and spin) is 119.00 kcal per mole.


The following is a quantum chemistry calculation of C24H22Cl2PRe as an isolated structure, from the Open Molecules 2025 dataset.

The geometry in ORCA input format:
```
! wB97M-V def2-TZVPD RIJCOSX def2/J DEFGRID3
* xyz 1 4
C -1.029 -1.106 0.486
C -1.029 -1.593 -0.849
C 0.328 -1.946 -1.197
H -1.912 -1.735 -1.454
C 1.165 -1.659 -0.069
C 0.324 -1.139 0.973
H 0.644 -0.910 1.975
H -1.888 -0.836 1.079
H 0.624 -2.399 -2.130
H 2.245 -1.787 -0.031
Re 0.203 0.147 -0.722
Cl 2.115 1.481 -1.248
P -0.027 0.309 -3.208
C 1.112 -0.798 -4.159
C 0.703 -1.463 -5.325
H -0.344 -1.498 -5.615
C 1.634 -2.083 -6.165
H 1.282 -2.550 -7.085
C 2.986 -2.098 -5.822
H 3.709 -2.573 -6.487
C 3.397 -1.515 -4.617
H 4.448 -1.564 -4.334
C 2.469 -0.880 -3.785
H 2.802 -0.426 -2.852
C -1.605 -0.148 -4.057
C -2.148 -1.443 -3.893
H -1.590 -2.239 -3.385
C -3.408 -1.759 -4.395
H -3.901 -2.687 -4.086
C -4.026 -0.890 -5.299
H -4.995 -1.154 -5.738
C -3.402 0.314 -5.631
H -3.832 0.968 -6.394
C -2.239 0.720 -4.960
H -1.823 1.707 -5.162
C 0.348 1.905 -4.013
C 1.082 1.989 -5.203
H 1.569 1.109 -5.616
C 1.191 3.209 -5.885
H 1.736 3.245 -6.830
C 0.618 4.360 -5.350
H 0.715 5.314 -5.876
C -0.057 4.296 -4.123
H -0.481 5.209 -3.702
C -0.174 3.082 -3.444
H -0.676 3.040 -2.477
Cl -0.750 1.504 2.149
C -0.614 1.756 0.406
H -1.610 2.059 0.075
H 0.114 2.570 0.304
*
```

The LUMO energy (alpha / beta) comes out at -0.1047 / -0.1987 Ha. The gap between HOMO and LUMO (alpha / beta) is 9.0610 / 6.8211 eV. The largest force on an atom comes out at 7.02 eV Å⁻¹. The relative energy (zero: lowest compared OMol25 entry of this formula, charge and spin) is 0.00 kcal per mole.


The following is a quantum chemistry calculation of CO4P as an isolated structure, from the Open Molecules 2025 dataset.

The geometry in ORCA input format:
```
! wB97M-V def2-TZVPD RIJCOSX def2/J DEFGRID3
* xyz -1 1
C -1.449 0.020 -0.092
O -1.701 1.158 0.060
O -1.780 -1.105 -0.088
O 0.372 -0.021 -0.250
O 2.663 -0.067 0.825
P 1.895 0.015 -0.455
*
```

The LUMO energy comes out at 0.1524 Ha. The gap between HOMO and LUMO is 9.0876 eV. The largest force on an atom comes out at 1.68 eV Å⁻¹. The relative energy (zero: lowest compared OMol25 entry of this formula, charge and spin) is 8.34 kcal per mole.


The following is a quantum chemistry calculation of a single C3H4N2O molecule, from the Open Molecules 2025 dataset.

The geometry in ORCA input format:
```
! wB97M-V def2-TZVPD RIJCOSX def2/J DEFGRID3
* xyz 0 1
O -1.446 -1.735 0.132
C -0.602 -0.814 0.015
C -0.734 0.660 0.201
N 0.481 1.194 0.256
N 1.494 0.284 0.105
C 0.911 -0.867 -0.020
H -0.699 -0.382 -1.123
H -1.633 1.253 0.296
H 0.736 2.172 0.302
H 1.494 -1.766 -0.164
*
```

The LUMO energy comes out at 0.0118 Ha. The gap between HOMO and LUMO is 8.8515 eV. The largest force on an atom comes out at 1.14 eV Å⁻¹. The relative energy (zero: lowest compared OMol25 entry of this formula, charge and spin) is 90.97 kcal per mole.